1:
DFT (wB97M-V/def2-TZVPD) results for a single C3H8O molecule.

Summary:
E_LUMO ... 0.039 Eh
Structure (SMILES) ... CC(C)O
HOMO-LUMO gap ... 0.4213 hartree

Bonds (Å) are listed after each position.
Positions of all 12 atoms, in Å:
1 C -1.28876 -0.21639 -0.10359  C2 1.521, H5 1.118, H7 1.096, H8 1.073
2 C -0.02669 0.49278 0.36165  C1 1.521, H6 1.093, O9 1.407, C12 1.504
3 H 0.78786 -0.76077 1.60800  O9 0.972
4 H 1.91400 0.83479 -0.59847  C12 1.079
5 H -0.98311 -1.29098 -0.15275  C1 1.118
6 H -0.19606 1.56999 0.44178  C2 1.093
7 H -2.03866 -0.21307 0.69541  C1 1.096
8 H -1.76818 0.04506 -1.02735  C1 1.073
9 O 0.42177 0.13859 1.64756  C2 1.407, H3 0.972
10 H 1.31891 -0.87065 -0.50676  C12 1.071
11 H 0.79083 0.10555 -1.74917  C12 1.168
12 C 1.06809 0.16511 -0.61630  C2 1.504, H4 1.079, H10 1.071, H11 1.168



2:
DFT (wB97M-V/def2-TZVPD) results for 3 unconnected molecules or ions with the total composition C3H8O.

Summary:
E_LUMO ... 0.032 Eh
Structure (SMILES) ... [H][H].C=C.C=O
HOMO-LUMO gap ... 0.4036 hartree

Bonds (Å) are listed after each position.
Positions of all 12 atoms, in Å:
1 C -1.06427 -0.50964 -0.87753  H4 1.088, H6 1.087, C7 1.329
2 H 0.32150 -0.33436 2.61960  H12 0.746
3 H 1.82275 -0.65670 0.33862  C8 1.107
4 H -1.26816 -1.54845 -1.12672  C1 1.088
5 O 1.59378 1.21714 -0.39817  C8 1.205
6 H -0.26593 -0.01173 -1.42213  C1 1.087
7 C -1.75048 0.12994 0.06416  C1 1.329, H10 1.088, H11 1.088
8 C 1.98436 0.43478 0.43050  H3 1.107, O5 1.205, H9 1.107
9 H 2.52685 0.76586 1.33732  C8 1.107
10 H -2.54513 -0.35372 0.62787  C7 1.088
11 H -1.54158 1.16966 0.30686  C7 1.088
12 H -0.10957 -0.37346 2.01245  H2 0.746



Which is less stable than every other structure shown? 2 is.